8 unconnected molecules or ions with the total composition C7H28ClO11 in a non-equilibrium geometry, computed with ωB97M-V/def2-TZVPD.

Calculated values
HOMO: -0.200 Eh
electronic energy: -1570.9502 hartree
energy above the lowest of the compared OMol25 structures with the same formula, charge and spin: 3.058 eV

Structure (ORCA input):
```
! wB97M-V def2-TZVPD RIJCOSX def2/J DEFGRID3
* xyz -1 1
O 6.36 17.21 4.57
H 14.17 20.64 -0.05
H 6.25 12.68 -0.34
H 2.18 16.74 -4.11
O 9.57 29.61 -3.04
H 6.89 16.75 2.57
H 9.86 27.70 -3.34
O 8.52 18.92 -4.06
O 9.40 19.45 -1.93
H 2.45 17.99 -5.40
H 5.50 16.95 4.22
Cl 9.48 19.78 -3.33
C 15.81 20.21 0.91
C 7.27 16.72 3.59
O 14.71 21.03 0.65
H 7.05 24.10 2.51
O 10.06 24.45 -9.25
O 9.16 21.13 -3.43
C 2.05 17.78 -4.41
O 7.58 13.80 -1.30
H 10.59 28.22 -1.71
H 15.44 19.19 1.07
H 7.08 21.92 2.55
C 6.24 13.36 -1.18
C 10.68 25.73 -8.84
O 0.67 18.12 -4.42
H 7.66 14.59 -1.83
H 10.15 30.34 -2.79
C 10.34 28.47 -2.74
H 7.43 15.67 3.82
H 6.07 23.06 1.43
O 6.61 22.36 3.27
H 9.98 26.49 -8.51
O 10.83 19.51 -3.60
H 11.12 26.09 -9.77
H 5.29 23.92 2.87
H 11.28 28.65 -3.25
H 8.28 17.11 3.68
H 16.28 20.58 1.82
H 16.56 20.27 0.13
H 5.55 14.16 -0.91
H 9.85 23.98 -8.44
H 2.55 18.35 -3.62
C 6.18 23.45 2.44
H 11.47 25.52 -8.11
H 5.91 12.87 -2.10
H 0.11 17.34 -4.50
*
```


C18H15N3O2 in the gas phase, computed with ωB97M-V/def2-TZVPD.

Calculated values
HOMO: -0.305 Eh
electronic energy: -1009.6343 hartree
structure (SMILES): c1coc(C/N=C2\N/C(=N\Cc3ccco3)c3ccccc32)c1
energy above the lowest of the compared OMol25 structures with the same formula, charge and spin: 1.057 eV

Structure (ORCA input):
```
! wB97M-V def2-TZVPD RIJCOSX def2/J DEFGRID3
* xyz 0 1
C 3.92 3.93 -0.47
O 1.03 -3.26 1.40
C 2.31 -2.87 1.47
C -2.67 -0.66 0.18
C -4.83 0.22 0.63
C -1.57 -1.60 -0.06
H -0.95 -4.70 0.31
N -0.45 -0.81 -0.25
C -0.72 0.55 -0.13
H -2.56 2.74 0.31
N -1.71 -2.85 -0.06
H 4.98 4.11 -0.48
H 0.68 4.21 -0.44
N 0.07 1.53 -0.23
C 2.86 -2.76 0.23
C 1.47 1.32 -0.49
C -2.15 0.64 0.14
C 1.83 -3.11 -0.67
H 2.86 5.83 -0.44
C -4.01 -0.88 0.43
H -5.88 0.08 0.82
O 3.53 2.64 -0.49
H -0.67 -4.10 -1.34
H 0.47 -1.18 -0.44
C 1.71 3.92 -0.45
H 1.93 0.66 0.26
H 1.89 -3.15 -1.74
C -2.97 1.74 0.34
C -4.32 1.51 0.59
H 3.86 -2.47 -0.01
H -4.40 -1.89 0.46
H 2.72 -2.70 2.45
C 2.85 4.76 -0.45
C 2.18 2.64 -0.47
C 0.73 -3.41 0.09
H 1.62 0.85 -1.47
H -4.98 2.35 0.75
C -0.66 -3.82 -0.28
*
```


A molecular structure, C20H46CoO3P4Se in a non-equilibrium geometry, computed with ωB97M-V/def2-TZVPD.

Calculated values
HOMO (spin up / spin down): -0.568 / -0.590 Eh
electronic energy: -6163.9149 hartree
<S²>: 6.057

Structure (ORCA input):
```
! wB97M-V def2-TZVPD RIJCOSX def2/J DEFGRID3
* xyz 3 5
H -2.23 3.49 -0.79
O -2.43 -1.57 0.90
H -0.42 1.60 -1.50
H 4.29 0.08 -2.90
H 3.00 2.49 -2.35
P 1.81 -0.02 1.38
C 2.51 -3.31 -0.20
H 1.67 2.42 1.09
H 1.22 -0.51 -4.03
H 0.58 -0.62 3.38
H -4.16 -2.17 -0.10
H 4.06 0.60 0.54
H 2.31 -0.37 3.76
H -0.71 -0.70 -2.67
H 2.57 -4.36 -0.51
H -0.57 3.31 0.81
C -3.58 6.50 -1.74
H 2.11 1.95 2.75
H 3.97 -1.11 1.05
Co 0.88 -0.59 -0.41
H 3.17 2.13 -0.61
C -3.76 -1.28 0.41
H -1.19 0.84 0.00
P 0.94 -2.62 -0.86
H 3.38 -2.76 -0.57
C -2.81 7.34 -0.92
H -0.02 -4.86 -0.67
C 0.92 -3.05 -2.64
C 1.61 -0.79 3.03
C -0.25 -3.86 -0.28
C 3.71 -0.55 -2.21
H -3.65 -0.45 -0.31
C -1.83 6.83 -0.07
O -0.78 -2.50 2.56
H 3.56 -1.53 -2.68
H -2.98 8.42 -0.94
P -2.08 -1.43 2.54
H 0.43 1.77 2.19
H 1.77 -1.86 2.95
H 1.09 -4.13 -2.73
H 0.49 1.05 -3.56
H -1.23 7.49 0.56
H -4.33 6.91 -2.41
H -3.56 -4.37 3.32
C -2.39 4.57 -0.84
C -3.63 -3.61 2.53
H 1.59 2.62 -1.28
H 4.29 -0.68 -1.29
H -1.27 -3.60 -0.59
H -1.12 -4.29 3.60
H 2.49 -3.26 0.90
C -1.60 5.43 -0.05
H -3.95 4.45 -2.31
H -0.73 -2.86 4.64
C 2.50 2.04 -1.48
Se -0.16 4.74 1.02
C -0.51 -3.37 3.69
C 1.42 0.47 -3.58
H -0.07 -2.81 -3.05
H -4.45 -1.00 1.22
H -2.95 -3.89 1.72
O -3.28 -2.34 3.14
H 4.05 0.19 2.27
C -3.36 5.12 -1.69
H -0.24 -3.84 0.82
C -0.84 -0.58 -1.59
C -0.64 0.68 -0.94
P 2.11 0.30 -1.89
C 1.48 1.69 1.89
H 0.55 -3.65 3.69
H -4.66 -3.55 2.15
H 2.15 0.99 -4.23
H -1.59 -1.24 -1.13
H 1.68 -2.52 -3.22
C 3.65 -0.08 1.29
*
```